1.
{"formula": "C4H7NS", "method": "wB97M-V/def2-TZVPD", "symbols": ["C", "C", "N", "C", "C", "S", "H", "H", "H", "H", "H", "H", "H"], "positions_angstrom": [[1.57175, -1.12751, 0.87831], [0.94774, 0.27908, 0.40679], [1.34699, 0.82656, -0.88315], [-0.08980, 1.04847, -1.23179], [-0.46384, 0.21381, -0.10589], [-1.77295, -0.48396, 0.44290], [1.31169, -1.95997, 0.16351], [2.64182, -0.97347, 0.87196], [1.24926, -1.42290, 1.88284], [1.09778, 1.01165, 1.21318], [1.73076, 0.04237, -1.48833], [-0.43946, 2.09287, -1.05658], [-0.44864, 0.68379, -2.17545]], "mulliken_charge": [-1.27, 0.23, -0.48, -0.33, 0.11, -0.34, 0.32, 0.36, 0.34, 0.23, 0.33, 0.21, 0.30], "gap_ev": 8.6, "total_charge": 0, "lumo_energy_ev": -0.0570, "smiles": "C[C@H]1NCC1=S"}

---

2.
{"formula": "C4H7NS2", "method": "wB97M-V/def2-TZVPD", "symbols": ["S", "C", "N", "S", "C", "C", "C", "H", "H", "H", "H", "H", "H", "H"], "positions_angstrom": [[-0.95607, 0.40028, 2.57056], [-1.62908, 0.11809, 0.97103], [-0.85615, 0.19525, -0.14281], [-1.47008, -0.21913, -1.81138], [0.53421, 0.36901, 0.12747], [1.48421, -0.32413, -0.81592], [1.36602, -0.81898, 0.61707], [-2.78172, 0.00823, 0.85709], [-2.45538, 1.06768, -1.82443], [0.71508, 1.41407, 0.32007], [2.29108, 0.40020, -0.91029], [1.00506, -0.48512, -2.01188], [2.12048, -0.46132, 1.13150], [0.63233, -1.66411, 0.92192]], "mulliken_charge": [-0.26, -0.12, -0.02, -0.15, -0.18, -0.71, -0.34, 0.27, 0.19, 0.38, 0.22, 0.20, 0.30, 0.25], "gap_ev": 7.9, "total_charge": 0, "lumo_energy_ev": -0.2978, "smiles": "S=CN(S)C1CC1"}

---

3.
{"formula": "C4H7NS2", "method": "wB97M-V/def2-TZVPD", "symbols": ["N", "C", "C", "C", "S", "C", "S", "H", "H", "H", "H", "H", "H", "H"], "positions_angstrom": [[-0.70761, 1.54034, 0.09342], [-0.48489, 0.22556, 0.39884], [0.71738, -0.45302, 0.26676], [1.95548, 0.26446, -0.00348], [3.46810, -0.28528, -0.21257], [-1.74462, -0.45403, 0.83961], [-3.01115, -0.30721, -0.47150], [-1.63304, 1.71467, -0.31388], [0.11362, 2.09134, -0.15417], [0.71676, -1.53272, 0.42554], [1.82354, 1.37003, -0.11447], [-1.56997, -1.50079, 1.02357], [-2.12872, 0.04358, 1.74487], [-2.34023, -0.98656, -1.33062]], "mulliken_charge": [-0.38, 0.78, -0.17, -0.50, -0.26, -0.79, -0.22, 0.20, 0.19, 0.28, 0.06, 0.33, 0.35, 0.15], "gap_ev": 7.9, "total_charge": 0, "lumo_energy_ev": -0.3738, "smiles": "N/C(=C\\C=S)CS"}

---

4.
{"formula": "C4H7NS2", "method": "wB97M-V/def2-TZVPD", "symbols": ["C", "C", "C", "N", "S", "C", "S", "H", "H", "H", "H", "H", "H", "H"], "positions_angstrom": [[-0.50055, 0.53273, 1.45647], [-0.02701, 0.49149, 0.19335], [-0.19897, 1.62329, -0.80871], [0.20353, -0.93440, -0.21296], [-1.09036, -1.97832, -0.04345], [1.42861, -1.38528, -0.00790], [2.98313, -0.65664, 0.12279], [-0.65193, -0.31408, 2.13181], [-1.29936, 1.29511, 1.72297], [0.58432, 2.04098, -1.66123], [-1.27734, 1.22187, -1.30993], [-0.46616, 2.53751, -0.16407], [-1.34233, -1.90665, -1.44137], [1.65443, -2.56759, 0.02223]], "mulliken_charge": [-0.89, 0.51, -0.93, -0.02, -0.10, -0.04, -0.26, 0.33, 0.24, 0.27, 0.20, 0.31, 0.17, 0.21], "gap_ev": 8.4, "total_charge": 0, "lumo_energy_ev": 0.2004, "smiles": "C=C(C)N(S)C=S"}

---

5.
{"formula": "C4H7NS2", "method": "wB97M-V/def2-TZVPD", "symbols": ["S", "C", "N", "S", "C", "C", "C", "H", "H", "H", "H", "H", "H", "H"], "positions_angstrom": [[2.74249, -0.78391, 0.00493], [1.28389, -1.47519, -0.24400], [0.07671, -0.95357, -0.10219], [-1.29064, -1.98398, -0.15586], [-0.03226, 0.37375, 0.48557], [-1.15494, 1.23567, -0.02370], [0.26966, 1.55527, -0.45032], [1.20111, -2.49661, -0.50683], [-1.27202, -2.39703, 1.11389], [0.20264, 0.42582, 1.51827], [-1.63096, 1.91265, 0.62648], [-1.74943, 0.85992, -0.81440], [0.72274, 2.38922, 0.00270], [0.63099, 1.33798, -1.45455]], "mulliken_charge": [-0.28, -0.15, -0.09, -0.13, -0.13, -0.76, -0.40, 0.35, 0.14, 0.42, 0.28, 0.24, 0.25, 0.25], "gap_ev": 8.8, "total_charge": 0, "lumo_energy_ev": 0.4374, "smiles": "S=CN(S)C1CC1"}

---

6.
{"formula": "C4H7NS2", "method": "wB97M-V/def2-TZVPD", "symbols": ["C", "C", "C", "C", "N", "S", "S", "H", "H", "H", "H", "H", "H", "H"], "positions_angstrom": [[-1.97164, 0.89022, -0.27060], [-0.94777, -0.03794, -0.38064], [2.62417, 1.25376, 0.72792], [-1.22506, -1.53584, -0.39316], [0.29191, 0.16306, -0.17535], [-1.51536, 2.50864, -0.15158], [0.93489, 1.56602, 0.42679], [-2.95263, 0.74182, -0.11862], [3.18927, 1.92883, 0.28582], [2.82327, 0.94835, 1.77212], [-0.27230, -2.16074, -0.35608], [-1.64203, -1.78057, -1.43701], [-1.77075, -1.88793, 0.43718], [0.97089, 2.16921, -0.73266]], "mulliken_charge": [-0.39, 0.68, -0.74, -1.01, -0.40, -0.33, 0.14, 0.42, 0.32, 0.25, 0.27, 0.26, 0.31, 0.21], "gap_ev": [7.1, 5.3], "total_charge": 0, "lumo_energy_ev": [-0.9966, -1.6500]}

---

7.
{"formula": "C4H7NS3", "method": "wB97M-V/def2-TZVPD", "symbols": ["C", "C", "N", "S", "C", "S", "C", "S", "H", "H", "H", "H", "H", "H", "H"], "positions_angstrom": [[2.55839, 0.47598, 0.06381], [1.09958, 0.41906, -0.46406], [0.33338, 1.44559, -0.25332], [-1.23824, 1.87683, -0.70812], [-2.24618, 0.89366, -0.00156], [-2.48384, -1.02398, -0.40878], [-0.80720, -1.72628, 0.00683], [0.77745, -1.30718, -0.84565], [2.76006, -0.03999, 0.93974], [3.33757, -0.14531, -0.54989], [3.04759, 1.58987, 0.14998], [-2.10755, 0.69590, 1.00326], [-3.35942, 1.35740, 0.11662], [-0.83061, -1.69256, 1.08312], [-0.84097, -2.81898, -0.13196]], "mulliken_charge": [-1.04, 0.67, -0.48, -0.06, -0.57, -0.07, -0.71, -0.09, 0.33, 0.30, 0.25, 0.39, 0.32, 0.42, 0.33], "gap_ev": 8.7, "total_charge": 0, "lumo_energy_ev": 0.3778, "smiles": "CC1=NSCSCS1"}

---

8.
{"formula": "C4H7NSi2", "method": "wB97M-V/def2-TZVPD", "symbols": ["C", "C", "Si", "N", "Si", "C", "C", "H", "H", "H", "H", "H", "H", "H"], "positions_angstrom": [[-2.59999, -1.28821, 0.25845], [-1.79964, -0.59678, 0.76916], [-0.54477, 0.49481, 1.73334], [0.65221, 1.06003, 0.65602], [1.52037, 0.21436, -0.67331], [0.52945, -0.60449, -2.11159], [0.04086, -1.06880, -3.13936], [-3.21855, -2.10861, -0.15838], [0.18483, -0.43731, 2.56321], [-1.03695, 1.51277, 2.59882], [0.26115, 1.98854, 0.40881], [1.84611, -0.94965, 0.14754], [2.46418, 1.26150, -1.12058], [-0.41017, -1.35085, -3.99260]], "mulliken_charge": [0.48, -0.85, 0.23, -0.25, 0.21, -0.81, 0.34, 0.35, -0.11, -0.14, 0.26, -0.06, -0.09, 0.45], "gap_ev": 10.8, "total_charge": 0, "lumo_energy_ev": 0.6337, "smiles": "C#C[SiH2]N[SiH2]C#C"}

---

9.
{"formula": "C4H7NaO2", "method": "wB97M-V/def2-TZVPD", "symbols": ["O", "C", "C", "C", "C", "H", "H", "H", "H", "H", "H", "H", "O", "Na"], "positions_angstrom": [[-3.02964, -0.11667, 0.19179], [-1.74486, 0.08816, -0.35211], [-0.75391, -0.72293, 0.48083], [1.67607, -0.71117, -0.50112], [0.63906, -0.35625, 0.19985], [-3.66599, 0.42574, -0.28133], [-1.46925, 1.15556, -0.32339], [-1.70343, -0.24622, -1.40202], [-0.90624, -1.79630, 0.29638], [-0.96167, -0.54824, 1.54920], [1.80007, 0.87670, 0.88102], [2.03847, -0.64808, -1.52362], [2.97946, 0.63943, 0.39006], [5.10187, 1.96028, 0.39446]], "mulliken_spin": [0.00, 0.02, -0.06, -0.13, 0.53, 0.00, 0.00, 0.00, 0.02, 0.03, 0.00, 0.00, 0.59, 0.00], "gap_ev": [8.9, 7.7], "total_charge": 1, "spin_multiplicity": 2, "lumo_energy_ev": [-4.4540, -5.6381]}

---

For reference, relative energy (zero: lowest compared OMol25 entry of this formula, charge and spin) by record: 45.3 101.3 16.7 84.4 35.2 125.0 72.6 0.0 50.7 kcal/mol.